A cluster of 2 separate species, C20H42BIN3O3 in total in a non-equilibrium geometry. Source: the Open Molecules 2025 dataset; level of theory: ωB97M-V/def2-TZVPD.

Summary:
HOMO energy: -10.0 eV
Energy: -1499.60751 Eh
Net charge: +1
Orbital gap: 7.646 eV
Strongest force on any atom: 1.2 eV Å⁻¹
LUMO: -2.35 eV

Geometry as XYZ:
```
70
Properties=species:S:1:pos:R:3:mulliken_charge:R:1
C -1.17 0.91 1.69 -1.176
C -2.18 -0.03 2.34 -0.045
O -2.19 0.15 3.74 -0.580
C -1.96 -1.49 1.86 -1.028
C -1.67 -2.54 2.92 0.421
I -3.36 -2.82 4.26 0.114
C -1.38 -3.94 2.26 -1.251
C -0.06 -4.43 2.86 0.778
B -0.13 -5.15 4.30 0.313
O 0.46 -4.59 5.40 -0.499
N -0.80 -6.45 4.44 -0.167
C 0.09 -7.36 5.17 -1.094
C -2.09 -6.33 5.17 -1.018
C 0.59 -3.08 3.06 -0.452
O 1.73 -2.70 2.80 -0.689
N -0.41 -2.25 3.58 -0.077
H -0.15 0.53 1.80 0.289
H -1.40 1.05 0.63 0.234
H -1.21 1.86 2.21 0.431
H -3.17 0.28 2.01 0.534
H -1.30 0.27 4.08 0.370
H -1.11 -1.51 1.18 0.231
H -2.83 -1.80 1.27 0.432
H -1.14 -3.66 1.23 0.323
H -2.21 -4.63 2.32 0.549
H 0.53 -5.03 2.17 0.401
H 1.34 -4.25 5.24 0.319
H -0.06 -7.32 6.25 0.409
H -0.05 -8.38 4.83 0.320
H 1.14 -7.11 5.01 0.341
H -2.92 -6.22 4.47 0.253
H -2.25 -7.24 5.73 0.430
H -2.11 -5.48 5.84 0.304
H -0.07 -1.30 3.50 0.276
C 1.25 0.21 -1.30 -1.236
C 0.09 0.94 -1.97 0.952
C 0.39 1.42 -3.39 -1.165
C 1.55 2.39 -3.57 -0.605
N 1.32 3.88 -3.33 0.666
C -0.10 4.33 -3.06 -0.967
C -0.30 4.36 -1.54 -0.881
C 1.09 4.16 -0.93 -0.360
C 2.06 4.32 -2.08 -0.828
C 1.89 4.65 -4.51 -0.951
C 1.05 4.65 -5.78 -0.279
C 0.93 3.34 -6.56 -1.222
H 2.15 0.82 -1.24 0.292
H 0.98 -0.07 -0.28 0.149
H 1.49 -0.71 -1.83 0.428
H -0.22 1.78 -1.34 -1.018
H -0.77 0.27 -2.01 0.552
H -0.52 1.79 -3.87 0.388
H 0.66 0.53 -3.98 0.488
H 1.91 2.30 -4.59 0.459
H 2.39 2.10 -2.94 0.215
H -0.17 5.35 -3.45 0.591
H -0.80 3.71 -3.60 0.419
H -1.01 3.60 -1.21 0.213
H -0.73 5.32 -1.25 0.441
H 1.19 3.17 -0.48 0.073
H 1.30 4.88 -0.14 0.526
H 2.97 3.73 -1.98 0.545
H 2.34 5.37 -2.21 0.457
H 2.88 4.25 -4.69 0.537
H 2.00 5.68 -4.18 0.435
H 1.52 5.39 -6.44 0.434
H 0.05 5.04 -5.58 0.264
H 1.91 2.89 -6.74 0.336
H 0.48 3.53 -7.53 0.429
H 0.29 2.61 -6.06 0.223
```